No. 1
Here is a cluster of 14 separate species, C32H96N4O17 in total in a non-equilibrium geometry from OMol25. Energies are from wB97M-V/def2-TZVPD.

Calculated values
max |F|	1.235	eV/A
lowest unoccupied orbital energy	0.243	eV
Kohn-Sham gap	0.327	Ha
relative energy (zero: lowest compared OMol25 entry of this formula, charge and spin)	0.0	kJ/mol
net charge	0
spin multiplicity	1
highest occupied orbital energy	-0.31856	Eh

Geometry as XYZ:
```
149
Properties=species:S:1:pos:R:3:lowdin_charge:R:1
C -3.021 -9.645 2.572 -0.190
O -3.884 -8.540 2.633 -0.132
H -1.997 -9.481 2.213 0.075
H -2.956 -10.108 3.562 0.077
H -3.428 -10.434 1.920 0.049
H -4.245 -8.427 1.731 0.027
C -1.157 -16.746 -1.247 -0.152
O -1.569 -16.610 0.109 -0.124
H -0.083 -16.648 -1.406 0.072
H -1.575 -17.631 -1.730 0.087
H -1.644 -15.911 -1.765 0.053
H -1.625 -17.490 0.490 0.076
C -8.025 -16.263 -5.161 -0.151
O -7.188 -16.338 -6.325 -0.130
H -7.732 -15.465 -4.469 0.048
H -9.038 -15.976 -5.469 0.081
H -7.991 -17.247 -4.704 0.082
H -7.319 -15.510 -6.802 0.073
C -3.649 -8.459 -5.048 -0.148
O -4.918 -8.638 -5.662 -0.130
H -3.348 -7.405 -5.067 0.084
H -3.656 -8.786 -4.009 0.063
H -2.855 -8.955 -5.613 0.072
H -5.294 -7.780 -5.862 0.068
C -2.750 -13.399 1.284 -0.129
O -2.030 -12.352 0.611 -0.152
H -3.662 -12.990 1.716 0.075
H -2.999 -14.215 0.602 0.066
H -2.168 -13.809 2.115 0.084
H -1.247 -12.798 0.269 0.078
C -9.818 -8.917 -0.812 -0.100
O -8.937 -9.804 -1.543 -0.155
H -10.494 -8.437 -1.521 0.088
H -10.340 -9.444 -0.012 0.065
H -9.199 -8.167 -0.317 0.078
H -9.393 -10.655 -1.539 0.090
C -1.840 -12.403 -7.834 -0.159
O -2.281 -13.495 -7.043 -0.152
H -2.673 -11.720 -8.008 0.071
H -1.068 -11.849 -7.291 0.062
H -1.442 -12.747 -8.788 0.075
H -1.714 -13.555 -6.257 0.017
C -7.600 -7.464 -3.879 -0.173
O -8.577 -8.487 -3.969 -0.131
H -7.817 -6.854 -2.994 0.075
H -6.566 -7.822 -3.867 0.052
H -7.692 -6.823 -4.758 0.077
H -8.590 -8.964 -3.116 0.021
C -5.452 -12.101 -6.417 -0.163
O -6.452 -11.734 -7.350 -0.110
H -4.926 -13.011 -6.696 0.068
H -4.667 -11.336 -6.320 0.067
H -5.903 -12.184 -5.422 0.067
H -6.831 -10.894 -7.081 0.073
C -5.948 -7.668 -0.239 -0.141
O -4.718 -8.317 -0.020 -0.164
H -6.137 -7.565 -1.314 0.061
H -6.794 -8.222 0.177 0.050
H -5.903 -6.670 0.194 0.088
H -4.595 -9.151 -0.545 0.037
C -7.109 -10.825 1.341 -0.080
O -7.980 -11.044 2.433 -0.170
C -9.123 -11.777 2.054 -0.236
C -10.093 -11.842 3.203 -0.206
N -9.459 -12.546 4.335 -0.043
C -10.204 -12.389 5.601 -0.201
C -11.639 -12.880 5.576 -0.235
O -12.453 -11.920 4.936 -0.219
C -13.795 -12.321 4.786 -0.110
H -6.203 -10.400 1.774 0.091
H -7.577 -10.097 0.672 0.061
H -6.848 -11.726 0.775 0.081
H -8.811 -12.779 1.731 0.116
H -9.621 -11.333 1.177 0.113
H -10.939 -12.444 2.883 0.082
H -10.404 -10.834 3.496 0.128
H -8.571 -12.074 4.486 0.101
H -10.248 -11.331 5.900 0.123
H -9.640 -12.932 6.361 0.116
H -11.979 -12.943 6.622 0.122
H -11.744 -13.885 5.149 0.128
H -14.199 -12.555 5.777 0.090
H -13.873 -13.217 4.157 0.075
H -14.336 -11.533 4.269 0.086
C -13.236 -10.951 1.131 -0.110
O -13.016 -12.145 0.427 -0.177
C -13.314 -13.275 1.219 -0.248
C -13.248 -14.566 0.422 -0.194
N -12.000 -14.795 -0.296 -0.052
C -10.816 -14.773 0.554 -0.204
C -9.575 -14.966 -0.285 -0.240
O -9.319 -13.776 -0.996 -0.196
C -8.141 -13.925 -1.781 -0.088
H -12.827 -10.134 0.541 0.080
H -12.779 -10.922 2.128 0.077
H -14.316 -10.805 1.269 0.092
H -14.326 -13.138 1.630 0.122
H -12.615 -13.312 2.063 0.090
H -14.076 -14.585 -0.290 0.119
H -13.383 -15.401 1.115 0.119
H -11.897 -14.145 -1.064 0.109
H -10.914 -15.539 1.329 0.130
H -10.725 -13.830 1.109 0.088
H -9.737 -15.796 -0.981 0.125
H -8.737 -15.218 0.379 0.125
H -8.128 -14.878 -2.313 0.074
H -7.288 -13.875 -1.099 0.086
H -8.137 -13.115 -2.504 0.080
C 3.025 -16.810 -3.775 -0.118
O 1.675 -16.500 -3.961 -0.181
C 1.403 -15.134 -3.994 -0.255
C -0.002 -14.880 -4.545 -0.179
N -0.271 -13.485 -4.846 -0.082
C -0.469 -12.574 -3.719 -0.177
C -0.975 -11.217 -4.245 -0.214
O -1.649 -10.515 -3.224 -0.242
C -0.768 -9.991 -2.238 -0.082
H 3.166 -17.889 -3.842 0.089
H 3.379 -16.514 -2.779 0.091
H 3.669 -16.372 -4.548 0.090
H 2.071 -14.600 -4.698 0.124
H 1.636 -14.659 -3.029 0.123
H -0.740 -15.305 -3.864 0.107
H -0.001 -15.402 -5.505 0.131
H 0.470 -13.143 -5.452 0.123
H 0.457 -12.406 -3.160 0.117
H -1.285 -12.979 -3.123 0.117
H -1.724 -11.427 -5.010 0.107
H -0.160 -10.654 -4.714 0.129
H -0.407 -10.759 -1.549 0.084
H -1.325 -9.283 -1.624 0.094
H 0.065 -9.465 -2.713 0.096
C -5.860 -10.839 -2.696 -0.024
C -4.900 -11.609 -1.801 -0.376
C -4.191 -12.692 -2.607 -0.193
O -5.144 -13.526 -3.250 -0.195
C -4.495 -14.532 -3.992 -0.093
N -3.888 -10.696 -1.211 0.075
H -6.682 -11.512 -2.954 0.065
H -5.414 -10.598 -3.665 0.073
H -6.288 -9.959 -2.221 0.062
H -5.424 -12.084 -0.969 0.119
H -3.609 -13.321 -1.915 0.123
H -3.583 -12.212 -3.384 0.119
H -5.251 -15.129 -4.503 0.081
H -3.904 -15.184 -3.336 0.083
H -3.850 -14.145 -4.791 0.078
H -3.234 -10.503 -1.979 0.054
H -3.303 -11.291 -0.610 0.058
```

No. 2
Here is a cluster of 13 separate species, C32H98N8O13 in total in a non-equilibrium geometry from OMol25. Energies are from wB97M-V/def2-TZVPD.

Calculated values
max |F|	3.531	eV/A
lowest unoccupied orbital energy	0.206	eV
Kohn-Sham gap	0.330	Ha
relative energy (zero: lowest compared OMol25 entry of this formula, charge and spin)	65.7	kJ/mol
net charge	0
spin multiplicity	1
highest occupied orbital energy	-0.32272	Eh

Geometry as XYZ:
```
151
Properties=species:S:1:pos:R:3:lowdin_charge:R:1
C -3.876 -1.293 3.419 -0.024
C -2.869 -0.284 2.789 -0.375
C -2.367 0.583 3.951 -0.226
O -3.491 1.271 4.428 -0.219
C -3.392 1.742 5.754 -0.092
N -1.798 -1.048 2.166 0.083
H -3.371 -1.883 4.150 0.071
H -4.338 -1.856 2.582 0.086
H -4.735 -0.829 3.839 0.060
H -3.365 0.484 2.235 0.115
H -1.558 1.337 3.766 0.124
H -1.934 -0.075 4.687 0.101
H -3.715 0.988 6.463 0.081
H -4.088 2.573 5.797 0.081
H -2.311 1.977 5.997 0.109
H -1.206 -0.544 1.553 0.042
H -2.065 -1.851 1.694 -0.003
C 1.045 -1.200 -6.991 -0.059
C 0.320 -0.286 -6.024 -0.410
C 0.855 -0.205 -4.553 -0.177
O 0.960 -1.540 -4.092 -0.208
C 2.162 -1.738 -3.380 -0.109
N 0.328 1.091 -6.514 0.025
H 1.015 -2.280 -6.802 0.081
H 2.071 -0.844 -7.061 0.081
H 0.586 -1.095 -7.956 0.066
H -0.734 -0.564 -6.028 0.138
H 0.214 0.419 -3.859 0.105
H 1.878 0.206 -4.528 0.118
H 3.122 -1.584 -3.924 0.103
H 2.061 -2.793 -3.142 0.084
H 2.226 -1.141 -2.465 0.088
H 1.249 1.430 -6.562 0.049
H -0.149 1.216 -7.435 0.104
C 6.000 -1.730 2.431 -0.060
C 4.500 -1.342 2.506 -0.480
C 3.970 -1.628 3.846 -0.192
O 4.098 -3.090 4.083 -0.240
C 4.032 -3.485 5.499 -0.078
N 4.362 0.040 2.136 0.047
H 6.138 -2.792 2.748 0.079
H 6.644 -1.010 3.026 0.093
H 6.266 -1.677 1.364 0.068
H 3.964 -1.895 1.704 0.138
H 2.976 -1.353 4.061 0.074
H 4.573 -1.122 4.619 0.131
H 4.989 -3.352 6.009 0.072
H 3.740 -4.574 5.488 0.086
H 3.243 -2.844 5.981 0.090
H 3.356 0.158 2.049 0.049
H 4.636 0.697 2.867 0.083
C 1.452 -5.128 3.627 -0.045
C 0.867 -3.818 3.025 -0.383
C 1.268 -3.700 1.556 -0.163
O 0.993 -4.991 0.907 -0.196
C 1.387 -4.916 -0.443 -0.137
N -0.596 -3.675 3.398 0.051
H 1.058 -6.031 3.174 0.071
H 1.243 -5.068 4.690 0.071
H 2.535 -5.100 3.551 0.062
H 1.330 -2.959 3.550 0.090
H 2.325 -3.421 1.441 0.115
H 0.673 -2.906 1.067 0.106
H 1.335 -5.901 -0.941 0.090
H 2.373 -4.490 -0.622 0.081
H 0.667 -4.262 -1.012 0.074
H -1.188 -4.465 3.149 0.075
H -0.924 -2.839 2.915 0.014
C -3.631 -2.288 -1.325 -0.042
C -3.137 -3.634 -0.712 -0.399
C -2.822 -4.665 -1.747 -0.220
O -1.881 -4.140 -2.644 -0.200
C -1.143 -5.046 -3.416 -0.101
N -1.994 -3.335 0.164 0.055
H -4.470 -2.357 -2.043 0.090
H -2.768 -1.911 -1.877 0.049
H -3.874 -1.557 -0.565 0.056
H -3.886 -4.094 -0.097 0.127
H -3.635 -5.128 -2.284 0.125
H -2.347 -5.445 -1.129 0.126
H -0.438 -5.614 -2.814 0.072
H -0.557 -4.389 -4.077 0.091
H -1.783 -5.677 -4.033 0.089
H -1.228 -2.922 -0.405 0.071
H -1.559 -4.144 0.610 0.070
C -3.340 1.699 -0.920 -0.040
C -3.996 2.039 -2.252 -0.437
C -3.351 1.282 -3.451 -0.215
O -1.980 1.180 -3.463 -0.242
C -1.323 2.440 -3.782 -0.049
N -5.336 1.533 -2.189 0.017
H -2.278 1.947 -0.895 0.063
H -3.389 0.622 -0.863 0.060
H -3.843 2.142 -0.059 0.083
H -4.032 3.127 -2.391 0.129
H -3.635 1.697 -4.434 0.133
H -3.759 0.269 -3.443 0.127
H -0.397 2.447 -3.186 0.064
H -1.907 3.313 -3.548 0.086
H -1.030 2.376 -4.842 0.078
H -5.886 1.954 -1.453 0.076
H -5.888 1.860 -2.990 0.088
C 0.286 3.689 2.985 -0.039
C -0.836 3.847 1.932 -0.430
C -1.595 5.180 2.139 -0.176
O -2.264 5.244 3.403 -0.180
C -3.584 4.843 3.337 -0.131
N -0.206 3.640 0.653 0.041
H 0.843 2.783 2.783 0.067
H -0.216 3.622 3.944 0.073
H 0.940 4.573 2.914 0.091
H -1.546 3.044 2.162 0.124
H -2.372 5.302 1.330 0.124
H -0.921 6.040 2.119 0.127
H -4.160 5.204 4.196 0.094
H -3.694 3.744 3.306 0.082
H -4.025 5.268 2.437 0.078
H 0.578 4.289 0.565 0.094
H -0.831 3.915 -0.094 0.074
C 3.772 3.576 -3.860 -0.044
C 2.355 3.776 -3.340 -0.465
C 2.126 3.014 -2.075 -0.206
O 3.023 3.545 -1.090 -0.176
C 3.224 2.646 -0.076 -0.140
N 2.063 5.182 -3.224 0.039
H 4.473 4.016 -3.156 0.081
H 3.973 4.057 -4.793 0.068
H 4.122 2.570 -3.954 0.070
H 1.664 3.400 -4.074 0.118
H 2.286 1.934 -2.177 0.125
H 1.073 3.236 -1.821 0.097
H 4.055 3.061 0.492 0.099
H 3.554 1.684 -0.443 0.085
H 2.343 2.499 0.514 0.048
H 2.762 5.728 -2.650 0.121
H 1.131 5.176 -2.754 0.094
O -0.787 -0.540 -1.511 -0.056
H -0.245 -1.091 -2.101 0.050
H -1.189 0.186 -2.040 0.034
O 1.361 -0.797 2.690 -0.071
H 0.590 -1.142 3.142 -0.003
H 0.959 -0.156 2.058 0.010
O 2.366 7.673 -5.221 -0.069
H 2.138 6.931 -4.657 -0.021
H 2.648 7.363 -6.076 0.019
O 0.495 -1.942 5.674 -0.065
H -0.093 -2.616 5.306 0.006
H -0.019 -1.153 5.429 0.023
O 0.534 0.771 0.499 -0.088
H 0.257 1.702 0.472 -0.001
H 0.095 0.194 -0.145 -0.003
```

No. 3
Here is a structure of composition C32H9Cl2F15GeN4O9SW in a non-equilibrium geometry from OMol25. Energies are from wB97M-V/def2-TZVPD.

Calculated values
max |F|	2.182	eV/A
lowest unoccupied orbital energy	-9.095	eV
Kohn-Sham gap	0.194	Ha
relative energy (zero: lowest compared OMol25 entry of this formula, charge and spin)	70.6	kJ/mol
net charge	+2
spin multiplicity	1
highest occupied orbital energy	-0.52825	Eh

Geometry as XYZ:
```
74
Properties=species:S:1:pos:R:3:lowdin_charge:R:1
W 0.630 0.225 -0.494 1.802
O 3.771 -0.779 1.835 0.226
C 2.819 -0.120 1.607 -0.421
O 2.337 0.045 0.308 -0.279
C 1.998 0.665 2.558 -0.057
C 2.604 1.361 3.593 0.126
C 1.821 2.215 4.339 -0.076
C 0.480 2.407 4.077 0.126
C -0.102 1.689 3.052 -0.051
C 0.646 0.808 2.310 -0.233
O 0.100 0.033 1.284 -0.225
N -1.520 1.966 2.733 -0.306
O -2.171 2.498 3.594 0.159
O -1.871 1.758 1.585 0.071
N 2.452 3.001 5.426 -0.344
O 3.615 2.769 5.652 0.127
O 1.755 3.815 5.982 0.127
H 3.661 1.256 3.802 0.157
H -0.105 3.105 4.661 0.151
Cl -6.515 -0.822 0.708 0.783
C -4.924 -0.507 0.157 -0.627
C -4.662 0.675 -0.530 -0.049
C -3.384 0.957 -0.989 -0.565
Cl -3.037 2.432 -1.799 0.820
C -2.379 0.048 -0.738 -0.305
O -1.099 0.291 -1.107 -0.292
C -2.626 -1.139 -0.051 -0.120
C -1.553 -2.089 0.181 -0.072
O -0.365 -1.925 -0.135 -0.080
C -3.912 -1.423 0.396 -0.005
H -5.459 1.385 -0.703 0.131
H -1.817 -3.039 0.659 0.163
H -4.120 -2.347 0.921 0.136
F 2.630 0.886 -2.201 -0.050
C 3.610 1.772 -2.588 -0.187
C 3.374 3.126 -2.514 -0.123
C 4.393 3.943 -2.982 -0.207
F 4.227 5.262 -3.010 0.134
C 5.588 3.430 -3.456 -0.119
F 6.540 4.233 -3.887 0.179
C 5.779 2.057 -3.496 -0.112
F 6.903 1.559 -3.964 0.186
C 4.772 1.212 -3.061 -0.127
F 4.911 -0.113 -3.113 0.135
Ge 1.684 3.840 -1.891 0.879
S 0.846 2.523 -0.220 0.543
C 0.526 3.897 -3.434 -0.129
C 0.284 5.092 -4.099 -0.210
F 0.888 6.215 -3.708 0.126
C -0.569 5.172 -5.183 -0.124
F -0.782 6.324 -5.792 0.173
C -1.202 4.026 -5.635 -0.113
F -2.015 4.087 -6.669 0.182
C -0.962 2.811 -5.015 -0.146
F -1.540 1.701 -5.460 0.142
C -0.101 2.773 -3.939 -0.224
F 0.153 1.547 -3.403 0.015
C 1.781 5.472 -0.912 -0.179
C 0.657 6.283 -0.811 -0.226
F -0.490 5.908 -1.388 0.107
C 0.677 7.472 -0.116 -0.128
F -0.403 8.231 -0.032 0.165
C 1.853 7.862 0.509 -0.108
F 1.888 8.995 1.177 0.185
C 2.983 7.061 0.456 -0.129
F 4.088 7.437 1.077 0.165
C 2.927 5.868 -0.235 -0.215
F 4.007 5.081 -0.218 0.112
N 0.869 -0.961 -2.501 -0.061
N 1.728 -1.617 -1.552 -0.035
H 0.040 -1.532 -2.652 0.130
H 1.319 -0.812 -3.404 0.135
H 2.699 -1.432 -1.795 0.121
H 1.575 -2.621 -1.494 0.140
```